C28H20BrIrN2OTe | ωB97M-V/def2-TZVPD

```
! wB97M-V def2-TZVPD RIJCOSX def2/J DEFGRID3
* xyz 2 1
Ir -1.217 0.713 -0.497
Br 1.450 -5.714 -2.811
C 0.445 -4.250 -2.197
C -0.778 -4.476 -1.536
C -1.508 -3.431 -1.035
C -1.048 -2.110 -1.165
O -1.771 -1.152 -0.627
C 0.157 -1.868 -1.882
C 0.664 -0.586 -2.197
N 0.203 0.578 -1.813
C 0.767 1.830 -2.220
C 1.762 2.010 -3.144
C 2.200 3.313 -3.458
C 1.641 4.411 -2.868
C 0.604 4.255 -1.921
C -0.054 5.332 -1.281
C -1.062 5.080 -0.392
C -1.421 3.753 -0.119
N -0.827 2.726 -0.700
C 0.179 2.956 -1.602
C 0.891 -2.976 -2.385
H -1.139 -5.490 -1.422
H -2.446 -3.598 -0.524
H 1.532 -0.567 -2.847
H 2.215 1.176 -3.662
H 2.986 3.433 -4.191
H 1.976 5.407 -3.126
H 0.245 6.348 -1.506
H -1.590 5.880 0.107
H -2.210 3.524 0.587
H 1.815 -2.799 -2.920
Te 0.352 0.746 1.495
C -1.188 0.434 2.878
C -1.077 1.064 4.113
C -2.115 0.941 5.025
C -3.255 0.222 4.692
C -3.364 -0.390 3.451
C -2.329 -0.292 2.531
C 1.218 -1.134 1.260
C 0.589 -2.310 1.651
C 1.215 -3.519 1.386
C 2.443 -3.546 0.736
C 3.066 -2.364 0.356
C 2.454 -1.146 0.616
H -0.195 1.635 4.377
H -2.032 1.411 5.995
H -4.063 0.137 5.406
H -4.254 -0.950 3.197
H -2.412 -0.805 1.581
H -0.365 -2.293 2.161
H 0.744 -4.444 1.692
H 2.923 -4.494 0.536
H 4.034 -2.388 -0.126
H 2.954 -0.223 0.342
*
```

The calculation puts the highest occupied orbital energy at -13.79 eV. Its frontier orbital gap is 0.2274 hartree. Its largest force on an atom is 0.00315 Eh/bohr. For the molar mass, the calculation gives 800.2 g mol⁻¹. As for the energy above the lowest of the compared OMol25 structures with the same formula, charge and spin: 0.0 kcal/mol.